1.
Computed, not measured: a structure of composition C39H61B2Br4CaCl4F10N4O4, with ωB97M-V/def2-TZVPD.

Its charge is -1. For the lowest unoccupied orbital energy, the calculation gives -2.64 eV.

Atoms and positions in Å:
C: 5.408 -1.638 0.747
C: 6.107 -0.668 0.167
C: 6.331 0.683 0.827
O: 6.272 0.716 1.998
O: 6.582 1.829 0.097
C: 7.666 1.657 -0.826
C: 7.253 2.050 -2.302
C: 5.736 1.862 -2.629
C: 5.416 1.282 -4.058
C: 5.207 -0.264 -4.101
C: 3.860 -0.594 -4.822
C: 2.908 -1.348 -3.942
C: 3.068 -1.898 -2.731
N: 1.849 -2.403 -2.403
C: 0.970 -2.195 -3.331
C: -0.482 -2.585 -3.258
C: -0.940 -2.270 -1.782
C: -2.314 -1.579 -1.751
C: -2.752 -1.281 -0.293
C: -4.191 -0.777 -0.235
C: -4.303 0.604 -0.914
O: -5.731 0.898 -1.040
C: -6.025 2.291 -1.046
O: -5.607 3.092 -0.302
C: -7.004 2.744 -2.113
C: -7.942 3.639 -1.888
N: 1.589 -1.559 -4.309
H: 4.402 -1.433 1.425
H: 5.801 -2.661 0.616
H: 6.583 -0.793 -0.818
H: 8.114 0.657 -0.792
H: 8.455 2.374 -0.544
H: 7.517 3.109 -2.438
H: 7.840 1.491 -3.053
H: 5.281 2.863 -2.565
H: 5.209 1.242 -1.896
H: 6.227 1.593 -4.739
H: 4.515 1.816 -4.396
H: 5.324 -0.741 -3.125
H: 6.034 -0.662 -4.716
H: 3.390 0.384 -5.031
H: 3.992 -1.052 -5.814
H: 3.975 -1.905 -2.145
H: 1.587 -2.867 -1.535
H: -0.669 -3.628 -3.526
H: -0.996 -1.881 -3.926
H: -0.247 -1.592 -1.261
H: -1.043 -3.213 -1.224
H: -3.082 -2.206 -2.228
H: -2.222 -0.620 -2.315
H: -2.098 -0.575 0.247
H: -2.700 -2.215 0.291
H: -4.923 -1.468 -0.678
H: -4.519 -0.616 0.798
H: -3.736 1.372 -0.351
H: -3.831 0.531 -1.935
H: -6.917 2.244 -3.090
H: -8.388 3.808 -0.907
H: -8.311 4.185 -2.760
H: 1.181 -1.259 -5.184
C: 3.655 3.547 2.887
Br: 3.635 4.189 1.070
Br: 4.669 4.720 4.042
Br: 1.873 3.239 3.564
H: 4.164 2.591 2.883
Br: 2.739 -1.386 1.824
Ca: -4.047 1.758 -3.052
C: -4.956 1.792 3.564
Cl: -5.658 1.250 2.021
Cl: -6.113 2.835 4.398
Cl: -4.594 0.384 4.565
Cl: -3.472 2.688 3.239
F: -3.881 7.983 5.037
C: -2.653 7.463 4.749
C: -1.642 8.304 4.346
C: -0.387 7.771 4.059
C: -0.168 6.405 4.166
C: -1.208 5.568 4.574
C: -2.451 6.099 4.871
H: -1.833 9.367 4.258
H: 0.418 8.425 3.750
H: 0.801 5.995 3.941
H: -1.041 4.503 4.655
H: -3.267 5.464 5.196
C: 2.963 0.361 6.294
C: 3.106 -0.786 7.282
N: 2.277 -1.932 6.959
C: 2.217 -2.914 8.026
C: 3.511 -3.642 8.406
C: 2.436 -2.464 5.614
C: 3.833 -2.928 5.193
H: 1.924 0.678 6.194
H: 3.543 1.219 6.638
H: 3.340 0.091 5.306
H: 2.813 -0.415 8.269
H: 4.172 -1.053 7.353
H: 1.454 -3.659 7.782
H: 1.838 -2.409 8.922
H: 3.779 -4.401 7.672
H: 3.374 -4.159 9.361
H: 4.353 -2.959 8.527
H: 2.105 -1.701 4.906
H: 1.731 -3.288 5.466
H: 4.616 -2.232 5.497
H: 3.877 -3.008 4.105
H: 4.068 -3.915 5.593
B: -2.004 -1.012 -6.207
F: -0.596 -0.876 -6.223
F: -2.566 0.133 -5.548
F: -2.502 -1.073 -7.507
F: -2.362 -2.155 -5.494
C: -6.517 -4.026 -6.069
C: -7.327 -2.763 -6.327
C: -6.453 -1.505 -6.350
C: -5.824 -1.280 -5.057
N: -5.289 -1.163 -4.048
H: -6.036 -3.999 -5.090
H: -7.165 -4.901 -6.090
H: -5.743 -4.161 -6.827
H: -8.105 -2.670 -5.565
H: -7.839 -2.850 -7.289
H: -7.067 -0.639 -6.611
H: -5.684 -1.590 -7.122
F: -0.239 5.225 2.257
B: -4.652 -6.546 -3.390
F: -5.963 -6.332 -3.879
F: -4.680 -6.589 -1.979
F: -4.154 -7.762 -3.892
F: -3.820 -5.481 -3.811

Cartesian forces (eV/Å) of the 6 atoms listed first:
C 0.3 -0.2 1.4
C 0.7 1.3 -1.4
C -1.4 -1.3 -1.7
O -0.1 1.0 2.4
O 0.8 -0.8 -0.3
C 0.2 0.9 -1.3



2.
Computed, not measured: a structure of composition C39H63IN12O2Tm, with ωB97M-V/def2-TZVPD.

The calculation puts the energy above the lowest of the compared OMol25 structures with the same formula, charge and spin at 19.37 kcal per mole. The multiplicity is 3. Its charge is +1. For the lowest unoccupied orbital energy, the calculation gives -2.93 eV.

Atoms and positions in Å:
Tm: -0.144 -0.175 -0.219
C: -1.155 3.589 -1.623
N: -2.483 3.419 -1.086
C: -2.791 4.206 0.085
C: -3.141 2.253 -1.347
N: -2.458 1.255 -1.812
C: -3.138 0.253 -2.604
C: -2.821 -1.168 -2.148
N: -1.382 -1.476 -2.085
C: -0.706 -1.198 -3.367
C: -0.052 0.186 -3.474
N: 1.010 0.394 -2.499
C: 1.987 1.180 -2.852
N: 2.062 1.801 -4.095
C: 1.132 2.810 -4.543
C: 3.321 1.841 -4.809
N: 3.084 1.356 -2.070
C: 3.732 2.641 -1.966
C: 3.620 0.353 -1.190
C: -1.240 -2.911 -1.805
C: -1.836 -3.378 -0.479
N: -1.409 -2.576 0.656
C: -1.670 -3.058 1.833
N: -2.273 -4.285 2.054
C: -1.703 -5.153 3.064
C: -3.616 -4.655 1.671
N: -1.335 -2.328 2.956
C: -2.330 -2.247 4.008
C: 0.027 -2.217 3.426
N: -4.507 2.304 -1.151
C: -5.276 3.446 -1.594
C: -5.268 1.220 -0.575
H: -0.888 4.643 -1.559
H: -1.184 3.292 -2.670
H: -0.411 2.973 -1.105
H: -1.989 4.120 0.825
H: -3.712 3.852 0.537
H: -2.913 5.257 -0.188
H: -2.816 0.386 -3.645
H: -4.227 0.372 -2.613
H: -3.339 -1.865 -2.830
H: -3.226 -1.293 -1.139
H: -1.416 -1.311 -4.199
H: 0.075 -1.945 -3.514
H: -0.816 0.948 -3.307
H: 0.339 0.277 -4.496
H: 0.230 2.788 -3.943
H: 0.873 2.639 -5.592
H: 1.571 3.814 -4.469
H: 3.981 1.054 -4.454
H: 3.836 2.805 -4.733
H: 3.102 1.662 -5.865
H: 3.182 3.400 -2.515
H: 4.762 2.595 -2.329
H: 3.754 2.937 -0.913
H: 2.950 -0.497 -1.168
H: 3.736 0.748 -0.179
H: 4.610 0.048 -1.550
H: -0.181 -3.146 -1.790
H: -1.714 -3.496 -2.611
H: -1.550 -4.427 -0.336
H: -2.927 -3.358 -0.562
H: -0.662 -4.890 3.242
H: -1.735 -6.176 2.682
H: -2.247 -5.135 4.015
H: -4.084 -3.863 1.095
H: -4.224 -4.818 2.568
H: -3.614 -5.582 1.090
H: -2.182 -2.985 4.804
H: -3.328 -2.363 3.586
H: -2.258 -1.254 4.453
H: 0.695 -2.598 2.661
H: 0.160 -2.814 4.339
H: 0.284 -1.182 3.661
H: -5.739 3.239 -2.566
H: -4.639 4.319 -1.695
H: -6.070 3.666 -0.879
H: -4.599 0.422 -0.256
H: -6.004 0.819 -1.280
H: -5.810 1.594 0.302
C: 2.314 -2.781 -2.213
O: 1.687 -2.324 -1.017
C: 2.235 -2.848 0.151
C: 2.632 -4.171 0.264
C: 3.231 -4.621 1.430
C: 3.466 -3.742 2.475
C: 3.056 -2.429 2.378
C: 2.397 -1.963 1.232
N: 1.886 -0.665 1.122
N: 2.464 0.137 1.979
C: 2.250 1.440 2.046
C: 1.480 2.217 1.100
O: 0.904 1.702 0.084
C: 1.419 3.633 1.309
C: 1.970 4.239 2.386
C: 2.728 3.504 3.339
C: 3.304 4.133 4.453
C: 4.038 3.412 5.362
C: 4.207 2.039 5.184
C: 3.636 1.402 4.107
C: 2.887 2.112 3.160
H: 3.379 -2.953 -2.045
H: 2.184 -1.992 -2.955
H: 1.862 -3.709 -2.579
H: 2.476 -4.863 -0.549
H: 3.542 -5.651 1.498
H: 3.963 -4.087 3.368
H: 3.212 -1.737 3.190
H: 0.845 4.194 0.588
H: 1.830 5.301 2.537
H: 3.171 5.197 4.588
H: 4.478 3.900 6.217
H: 4.799 1.473 5.889
H: 3.762 0.342 3.967
I: -1.138 1.398 2.978
C: -2.040 0.462 1.189
H: -2.673 -0.304 1.649
H: -2.720 1.254 0.867

Cartesian forces (eV/Å) of the 6 atoms listed first:
Tm -0.2 -0.5 -0.2
C 0.1 -0.2 -0.1
N 0.0 -0.1 0.2
C -0.1 0.2 0.2
C 0.1 0.0 -0.3
N 0.0 -0.3 0.2



Which of these has the lowest charge? C39H61B2Br4CaCl4F10N4O4